*A*
The following is a DFT calculation (ωB97M-V/def2-TZVPD) of C4H13N2OS as an isolated structure.

Results
total charge	-1
HOMO-LUMO gap	0.1809	hartree

Atoms and positions in Å:
N: -0.578 -0.657 0.476
C: -0.483 0.555 -0.322
C: -0.659 0.211 -1.797
S: -2.337 -0.362 -2.212
C: 0.832 1.259 -0.015
N: 1.081 1.538 3.468
C: 2.094 0.698 3.391
H: -0.807 -0.437 1.439
H: -1.329 -1.237 0.131
H: -1.329 1.226 -0.089
H: -0.486 1.182 -2.293
H: 0.048 -0.526 -2.182
H: 1.085 1.994 -0.777
H: 1.558 0.437 0.037
H: 0.894 1.606 1.019
H: 2.469 -0.088 2.697
H: 0.757 0.486 3.731
H: 2.551 0.310 4.349
H: -2.037 -3.427 -3.548
H: -1.731 -1.989 -3.445
O: -1.594 -2.778 -4.058



*B*
The following is a DFT calculation (ωB97M-V/def2-TZVPD) of a 2-piece molecular cluster, C4H13N2OS overall.

Results
total charge	-1
HOMO-LUMO gap	0.2490	hartree

Atoms and positions in Å:
C: -1.334 -1.079 -0.720
N: -1.116 -1.613 0.634
C: -0.017 -1.171 1.426
N: -0.046 0.210 1.884
C: -1.221 0.437 -0.928
C: 0.163 0.860 -1.400
S: 0.535 2.616 -1.162
H: -0.571 -1.557 -1.341
H: -2.302 -1.422 -1.037
H: -1.972 -1.613 1.157
H: 0.906 -1.409 0.895
H: -0.067 -1.792 2.316
H: -0.047 0.854 1.090
H: 0.869 0.406 2.292
H: -1.465 1.004 -0.025
H: -2.067 0.772 -1.543
H: 0.820 0.280 -0.776
H: 0.270 0.493 -2.438
H: 2.401 1.700 0.311
H: 3.138 0.962 -0.796
O: 3.124 1.061 0.159



*C*
The following is a DFT calculation (ωB97M-V/def2-TZVPD) of a 2-piece molecular cluster, C4H13N2OS overall.

Results
total charge	-1
HOMO-LUMO gap	0.2288	hartree

Atoms and positions in Å:
C: 0.678 0.018 -0.966
N: -0.201 0.912 -0.164
C: -0.691 0.190 1.044
C: -1.438 -1.134 0.830
S: -3.012 -0.872 -0.054
C: 2.214 -0.082 -0.684
N: 2.797 -1.404 -0.920
H: 0.598 0.377 -2.029
H: 0.163 -0.947 -1.145
H: -0.975 1.149 -0.775
H: 0.150 -0.010 1.797
H: -1.316 1.054 1.384
H: -0.790 -1.809 0.262
H: -1.586 -1.558 1.845
H: 2.751 0.506 -1.425
H: 2.440 0.227 0.395
H: 2.431 -1.871 -1.732
H: 2.736 -1.960 -0.059
H: 1.761 2.091 1.311
H: 1.354 3.019 0.116
O: 1.992 2.917 0.893



So which one wins? Going from most stable to least: *B*, *C*, *A*.



*A*
The following is a DFT calculation (ωB97M-V/def2-TZVPD) of a 2-piece molecular cluster, C7H12N3 overall.

Results
total charge	+1
HOMO-LUMO gap (alpha / beta)	0.2486 / 0.2486	hartree

Atoms and positions in Å:
C: 1.736 1.389 -1.132
C: 2.864 0.800 -0.617
C: 0.509 1.286 -0.439
C: 3.009 0.447 0.700
C: 0.149 -0.132 -0.027
C: -4.012 -0.310 -0.207
C: 1.150 -2.302 0.111
N: 1.904 0.503 1.500
N: 0.660 0.669 0.950
N: 0.690 -1.303 -0.586
H: 1.705 2.139 -1.993
H: 3.811 0.661 -1.277
H: -0.317 1.890 -0.588
H: 3.894 0.283 1.181
H: -2.983 0.068 -0.320
H: -3.738 -1.395 -0.403
H: -4.219 0.003 0.877
H: 1.095 -3.347 -0.399
H: 1.260 -2.267 1.132
H: -4.921 -0.052 -0.752
H: 1.971 0.604 2.500
H: 0.317 -1.540 -1.437



*B*
The following is a DFT calculation (ωB97M-V/def2-TZVPD) of a 2-piece molecular cluster, C7H12N3 overall.

Results
total charge	+1
HOMO-LUMO gap	0.3118	hartree

Atoms and positions in Å:
C: -0.685 1.594 2.066
C: 0.701 -2.402 -0.816
C: -0.956 2.353 0.773
C: 0.366 -1.698 -2.126
C: 0.436 0.822 1.176
C: 1.017 -1.063 -0.136
C: -0.546 0.601 -1.087
N: -0.459 1.298 -0.075
N: 0.169 -0.448 -1.316
N: 0.602 -0.589 1.173
H: -0.307 2.147 2.946
H: -1.426 0.999 2.426
H: -0.305 -2.866 -0.481
H: 1.469 -3.181 -0.860
H: -2.077 2.479 0.712
H: -0.324 3.184 0.724
H: 1.224 -1.805 -2.843
H: -0.544 -2.031 -2.511
H: 1.407 1.313 1.160
H: 2.042 -0.739 -0.221
H: -1.816 1.280 -2.452
H: 0.011 -1.248 1.769



*C*
The following is a DFT calculation (ωB97M-V/def2-TZVPD) of an isolated ion of composition C7H12N3 and charge +1.

Results
structure (SMILES)	CC1=CNC2=[N+](C)CCN12
total charge	+1
HOMO-LUMO gap	0.3513	hartree

Atoms and positions in Å:
C: -2.995 -0.600 0.076
C: -1.827 0.231 -0.017
C: -1.697 1.595 -0.062
N: -0.305 1.897 0.021
C: 0.356 0.710 0.025
N: 1.601 0.185 -0.126
C: 2.846 0.894 0.042
C: 1.585 -1.262 0.061
C: 0.119 -1.621 -0.229
N: -0.568 -0.307 0.017
H: -3.119 -1.473 -0.729
H: -3.154 -1.173 1.086
H: -3.973 0.045 0.059
H: -2.401 2.311 -0.165
H: 0.207 2.740 0.267
H: 2.612 2.008 -0.203
H: 3.330 0.652 0.940
H: 3.644 0.415 -0.565
H: 1.854 -1.447 1.028
H: 2.409 -1.534 -0.679
H: -0.056 -1.953 -1.254
H: -0.466 -2.313 0.406



So which one wins? Going from most stable to least: *C*, *B*, *A*.